Entry 1:
The following is a quantum chemistry calculation of a molecular structure, C19H46LiN2O15P at a distorted geometry, from OMol25.

Geometry (Å):
C 10.24100 41.03400 25.58000
N 11.11200 42.06700 24.94200
C 12.27000 41.34900 24.34700
C 10.44900 42.85800 23.79500
C 11.68600 42.92100 26.04500
C 10.62900 43.76200 26.86400
O 11.11900 44.40400 28.08200
H 10.06900 40.21100 25.10600
H 9.34300 41.35100 25.78700
H 10.63800 40.85600 26.61700
H 11.67800 40.67500 23.51300
H 12.58200 40.73100 25.26600
H 12.97500 42.09800 24.03000
H 9.46200 43.17900 24.01800
H 10.31000 42.18000 23.11500
H 11.21500 43.66300 23.45900
H 12.52400 43.47500 25.85400
H 12.09200 42.36700 26.67600
H 9.62600 43.11500 27.15600
H 10.46300 44.48300 26.18600
H 11.45400 43.61700 28.66200
C 16.90900 41.49400 22.86100
N 16.84900 41.09400 24.27100
C 16.00400 39.95000 24.47200
C 18.21100 40.93100 24.84500
C 16.12300 42.28300 25.05900
C 16.04000 41.98900 26.60000
O 15.21400 43.12000 26.93000
H 15.81500 41.84900 22.64500
H 17.09200 40.91500 22.08800
H 17.40500 42.42100 22.76900
H 16.23300 39.42400 23.58000
H 15.06600 39.88300 24.45800
H 16.29200 39.31100 25.27400
H 19.08500 41.72300 24.63900
H 18.78700 40.27000 24.18300
H 18.40500 40.39200 25.64300
H 15.09100 42.45600 24.69900
H 16.64200 43.25400 24.82100
H 16.91100 42.19600 27.11400
H 15.42300 41.07900 26.90700
H 14.76000 42.77200 27.89500
Li 13.39700 43.19500 30.36500
P 12.67400 41.36100 29.32300
O 13.10000 41.40100 30.69200
O 13.71200 42.24500 28.72900
O 11.72000 42.45100 29.43300
O 12.12800 40.12800 28.62400
C 13.26200 48.99200 33.19400
O 12.24800 48.39900 32.28800
C 11.83500 47.13500 32.67000
O 12.03500 46.73700 33.80600
O 11.20700 46.49200 31.63800
C 10.89200 45.15600 31.91300
H 13.68900 49.57200 32.66900
H 13.98200 48.34100 33.43200
H 12.88100 49.63800 33.93300
H 10.24000 45.16700 32.64400
H 11.70300 44.59200 32.05500
H 10.23300 44.86000 31.10000
C 16.71200 43.21100 30.41500
O 17.68300 43.66200 31.40700
C 18.09500 42.81900 32.32000
O 17.61600 41.65200 32.55400
O 19.11200 43.27400 33.04200
C 19.67500 42.54200 34.04900
H 15.96400 42.98900 30.86600
H 17.07500 42.64500 29.63500
H 16.47000 44.06100 29.85500
H 19.01300 42.89200 34.91500
H 20.78400 43.07300 34.11400
H 19.79700 41.44900 33.83600
C 14.13000 43.47900 33.59800
O 14.93300 44.67300 33.50100
C 14.82700 45.30000 32.36500
O 14.26200 44.94400 31.42100
O 15.70700 46.39900 32.39500
C 15.68300 47.25700 31.23700
H 12.96800 43.64800 33.74900
H 14.56600 43.11700 34.55100
H 14.14500 43.01200 32.77400
H 15.80900 46.55400 30.19000
H 16.41500 47.96400 31.19600
H 14.81100 47.56000 31.20500

The max |F| comes out at 12.3 eV/Å. For the HOMO energy, the calculation gives -5.090 eV.

Entry 2:
The following is a quantum chemistry calculation of 2 unconnected molecules or ions with the total composition C2H9N3O at a distorted geometry, from OMol25.

Geometry (Å):
C -2.35328 0.49884 -0.02415
N -0.99193 0.75762 0.42167
H -0.96564 1.56797 1.03208
H -0.37834 0.93340 -0.38159
H -2.97128 0.25191 0.84172
H -2.81195 1.34537 -0.55094
H -2.33871 -0.35865 -0.69838
N 1.38995 -1.10213 -0.32230
C 2.37226 -0.06375 -0.24167
O 0.54426 -1.36480 0.80379
N 1.25530 -0.02559 -1.10532
H -0.13064 -0.60234 0.82426
H 1.63841 -2.03542 -0.67434
H 3.36982 -0.29200 -0.62625
H 2.37177 0.48959 0.70141

The max |F| comes out at 2.1 eV/Å. For the HOMO energy, the calculation gives -8.115 eV.

Entry 3:
The following is a quantum chemistry calculation of 2 unconnected molecules or ions with the total composition C9H10OS at a distorted geometry, from OMol25.

Geometry (Å):
C -0.69234 2.65520 -0.54106
C 0.62879 2.97338 -0.68107
C -1.08712 1.35479 -0.17998
C 1.61860 2.04856 -0.46431
C -0.11840 0.44894 0.15077
C 1.21539 0.72386 -0.09092
C -0.18086 -2.56209 -0.30608
C -1.60961 -2.11516 -0.14823
C -0.54543 -1.57091 0.68554
O 2.11335 -0.30220 0.17936
S -0.34399 -1.68739 2.37206
H -1.52073 3.43657 -0.68918
H 0.97185 4.06281 -0.56059
H -2.08679 1.00770 0.00228
H 2.75586 2.17113 -0.70718
H 0.19610 -3.44223 0.12618
H 0.33848 -2.64262 -1.36700
H -1.99808 -1.62525 -1.08425
H -2.31021 -2.77681 0.21110
H 1.75874 -1.13628 0.65300
H 0.89640 -1.02200 2.43956

The max |F| comes out at 7.1 eV/Å. For the HOMO energy, the calculation gives -8.546 eV.

Entry 4:
The following is a quantum chemistry calculation of a molecular structure, C26H33FGdN3O5SSi at a distorted geometry, from OMol25.

Geometry (Å):
Gd 0.21655 -0.28036 -0.60245
C -1.59923 -3.35952 -0.73099
O -0.56097 -2.61896 -1.40667
C -0.39498 -2.96866 -2.75264
C 0.87452 -2.39589 -3.25417
O 0.84018 -1.02079 -2.93683
C 1.77831 -0.21272 -3.72546
C 0.98927 0.97462 -4.22730
O 0.45195 1.56636 -3.08911
C -0.36292 2.69369 -3.35582
H -1.29816 -4.44019 -0.84557
H -2.58348 -3.18189 -1.18087
H -1.70223 -3.01585 0.28103
H -1.25487 -2.76463 -3.32808
H -0.34510 -4.11410 -2.82755
H 0.86951 -2.61525 -4.35462
H 1.71784 -2.83562 -2.78939
H 2.14581 -0.85928 -4.56767
H 2.60011 -0.02167 -3.06201
H 0.26128 0.67675 -4.96804
H 1.68051 1.69294 -4.73956
H 0.28175 3.47816 -3.84063
H -0.73688 3.11403 -2.41592
H -1.18723 2.42406 -4.05264
O 3.85607 2.30555 -0.91275
C 2.73640 1.86051 -0.60134
O 2.31857 0.63349 -0.74073
C 1.78862 2.83391 -0.03072
C 2.34969 4.06018 0.41090
C 1.57981 5.00053 1.00340
C 0.17395 4.73260 1.07579
C -0.73843 5.63530 1.59235
C -2.09674 5.34916 1.52995
C -2.59687 4.21435 0.86577
C -1.72228 3.33416 0.29671
C -0.33604 3.55665 0.49089
N 0.51926 2.54152 0.04052
H 3.41001 4.17941 0.40288
H 1.99943 5.91787 1.42309
H -0.38807 6.58116 2.01946
H -2.81767 6.05867 1.89470
H -3.67636 4.07591 0.84631
H -2.06183 2.43256 -0.24453
C 0.07795 -0.47448 4.11027
Si -1.00743 -0.90216 2.60104
C -1.58760 0.67300 1.79897
C -2.34103 -2.07123 3.18374
N 0.04439 -1.51216 1.31358
C 0.78365 -2.64254 1.53211
C 0.56295 -3.58633 2.56915
C 1.37771 -4.71292 2.74480
C 2.46631 -4.96521 1.86980
C 2.64799 -4.07466 0.82055
C 1.85192 -2.97671 0.70832
F 2.06861 -2.09456 -0.31578
H -0.46068 0.26654 4.81444
H 1.03846 0.01500 3.86145
H 0.37108 -1.27352 4.80584
H -2.37722 1.08726 2.47689
H -1.99216 0.64034 0.75328
H -0.72022 1.32277 1.79430
H -2.51452 -2.88377 2.47128
H -3.26338 -1.57491 3.32037
H -1.99198 -2.47641 4.12906
H -0.29757 -3.51991 3.20335
H 1.20093 -5.46578 3.50579
H 3.11410 -5.80315 2.03229
H 3.52118 -4.30371 0.21779
S -2.33749 0.26002 -1.86883
C -3.30651 -0.73135 -0.88386
N -3.90843 -1.43823 -0.15970

The max |F| comes out at 3.3 eV/Å. As for the multiplicity: 8. For the HOMO energy (alpha / beta), the calculation gives -7.825 / -7.754 eV. As for the expectation value of S²: 16.041.

Per-record relative energy (zero: lowest compared OMol25 entry of this formula, charge and spin), kJ/mol: 705.4; 509.2; 344.9; 0.0
Per-record E_tot, Ha: -2338.0037; -320.9378; -822.1930; -3104.3336